The following is a quantum chemistry calculation of a cluster of 12 separate species, C73H180N12O22 in total at a distorted geometry, from OMol25.

SMILES   CC1(C)CCCC(C)(C)N1O.COC[C@H](C)N.COCCNCCOC.COCCNCCOC.COCCNCCOC.COCCNCCOC.COCCNCCOC.COCCNCCOC.COCCNCCOC.COCCNCCOC.COCCNCCOC.COCCNCCOC
E_tot   -141525.5184 eV
Energy relative to the best compared isomer or geometry (same formula, charge and spin)   100.10 kcal per mole
Kohn-Sham gap   8.789 eV
Max |F|   3.510 eV Å⁻¹

Bonds (Å) are listed after each position.
Atoms and positions in Å:
1 C 18.076 14.567 -0.169  C2 1.530, H12 1.090, H13 1.090, H14 1.090
2 C 16.589 14.266 -0.370  C1 1.530, C3 1.562, C4 1.577, N10 1.489
3 C 15.990 15.488 -1.137  C2 1.562, H15 1.090, H16 1.090, H17 1.090
4 C 16.459 12.984 -1.278  C2 1.577, C5 1.549, H18 1.090, H19 1.090
5 C 16.779 11.686 -0.496  C4 1.549, C6 1.579, H20 1.090, H21 1.090
6 C 15.960 11.592 0.851  C5 1.579, C7 1.523, H22 1.090, H23 1.090
7 C 15.997 12.849 1.709  C6 1.523, C8 1.553, C9 1.621, N10 1.486
8 C 14.758 12.721 2.637  C7 1.553, H24 1.090, H25 1.090, H26 1.090
9 C 17.388 12.815 2.540  C7 1.621, H27 1.090, H28 1.090, H29 1.090
10 N 15.809 14.070 0.884  C2 1.489, C7 1.486, O11 1.397
11 O 15.684 15.253 1.617  N10 1.397, H30 0.960
12 H 18.669 13.676 0.035  C1 1.090
13 H 18.526 14.877 -1.112  C1 1.090
14 H 18.278 15.331 0.582  C1 1.090
15 H 14.916 15.371 -0.993  C3 1.090
16 H 16.452 16.361 -0.678  C3 1.090
17 H 16.231 15.574 -2.197  C3 1.090
18 H 15.448 12.822 -1.653  C4 1.090
19 H 17.154 12.850 -2.107  C4 1.090
20 H 16.411 10.855 -1.097  C5 1.090
21 H 17.849 11.520 -0.369  C5 1.090
22 H 16.475 10.785 1.372  C6 1.090
23 H 14.984 11.171 0.611  C6 1.090
24 H 14.534 11.681 2.875  C8 1.090
25 H 13.866 12.933 2.048  C8 1.090
26 H 14.864 13.394 3.488  C8 1.090
27 H 18.206 12.411 1.944  C9 1.090
28 H 17.358 12.095 3.358  C9 1.090
29 H 17.639 13.775 2.992  C9 1.090
30 H 14.739 15.418 1.584  O11 0.960
31 C 19.124 16.875 2.898  O32 1.398, H37 1.090, H38 1.090, H39 1.090
32 O 20.324 16.329 2.434  C31 1.398, C33 1.437
33 C 20.481 14.920 2.675  O32 1.437, C34 1.547, H40 1.090, H41 1.090
34 C 21.786 14.559 1.925  C33 1.547, C35 1.541, N36 1.512, H42 1.090
35 C 21.678 14.137 0.447  C34 1.541, H43 1.090, H44 1.090, H45 1.090
36 N 22.486 13.349 2.501  C34 1.512, H46 1.010, H47 1.010
37 H 19.069 17.914 2.576  C31 1.090
38 H 18.985 16.619 3.949  C31 1.090
39 H 18.241 16.449 2.421  C31 1.090
40 H 20.506 14.668 3.735  C33 1.090
41 H 19.680 14.323 2.241  C33 1.090
42 H 22.473 15.384 2.114  C34 1.090
43 H 21.231 13.151 0.325  C35 1.090
44 H 22.676 14.090 0.012  C35 1.090
45 H 21.041 14.860 -0.064  C35 1.090
46 H 21.765 12.691 2.762  N36 1.010
47 H 22.892 13.492 3.415  N36 1.010
48 C 17.515 20.353 10.827  O49 1.430, H57 1.090, H58 1.090, H59 1.090
49 O 16.588 20.617 9.770  C48 1.430, C50 1.454
50 C 17.167 21.001 8.493  O49 1.454, C51 1.530, H60 1.090, H61 1.090
51 C 16.048 21.274 7.485  C50 1.530, N52 1.418, H62 1.090, H63 1.090
52 N 15.323 20.072 7.289  C51 1.418, C53 1.442, H64 1.010
53 C 14.109 20.371 6.571  N52 1.442, C54 1.547, H65 1.090, H66 1.090
54 C 13.503 19.165 5.815  C53 1.547, O55 1.440, H67 1.090, H68 1.090
55 O 12.866 18.360 6.824  C54 1.440, C56 1.450
56 C 12.325 17.094 6.371  O55 1.450, H69 1.090, H70 1.090, H71 1.090
57 H 17.085 19.956 11.747  C48 1.090
58 H 17.968 21.311 11.084  C48 1.090
59 H 18.261 19.588 10.612  C48 1.090
60 H 17.813 20.202 8.130  C50 1.090
61 H 17.811 21.878 8.556  C50 1.090
62 H 16.530 21.534 6.543  C51 1.090
63 H 15.439 22.128 7.779  C51 1.090
64 H 15.047 19.782 8.216  N52 1.010
65 H 14.271 21.103 5.780  C53 1.090
66 H 13.366 20.939 7.130  C53 1.090
67 H 14.307 18.663 5.276  C54 1.090
68 H 12.720 19.441 5.109  C54 1.090
69 H 11.715 16.647 7.155  C56 1.090
70 H 13.115 16.347 6.291  C56 1.090
71 H 11.698 16.995 5.485  C56 1.090
72 C 8.804 13.370 -2.868  O73 1.421, H81 1.090, H82 1.090, H83 1.090
73 O 10.147 13.820 -2.762  C72 1.421, C74 1.375
74 C 11.009 12.936 -2.157  O73 1.375, C75 1.518, H84 1.090, H85 1.090
75 C 12.365 13.533 -1.828  C74 1.518, N76 1.497, H86 1.090, H87 1.090
76 N 12.443 14.203 -0.491  C75 1.497, C77 1.459, H88 1.010
77 C 11.701 15.459 -0.497  N76 1.459, C78 1.599, H89 1.090, H90 1.090
78 C 11.574 15.878 1.041  C77 1.599, O79 1.468, H91 1.090, H92 1.090
79 O 12.908 16.021 1.638  C78 1.468, C80 1.400
80 C 12.864 16.531 2.941  O79 1.400, H93 1.090, H94 1.090, H95 1.090
81 H 8.390 13.945 -3.696  C72 1.090
82 H 8.289 13.687 -1.961  C72 1.090
83 H 8.504 12.342 -3.073  C72 1.090
84 H 11.122 12.099 -2.847  C74 1.090
85 H 10.550 12.565 -1.241  C74 1.090
86 H 12.675 14.092 -2.711  C75 1.090
87 H 12.995 12.648 -1.738  C75 1.090
88 H 13.394 14.405 -0.217  N76 1.010
89 H 10.690 15.371 -0.896  C77 1.090
90 H 12.184 16.244 -1.079  C77 1.090
91 H 11.051 15.119 1.622  C78 1.090
92 H 11.010 16.811 1.061  C78 1.090
93 H 12.462 17.543 2.992  C80 1.090
94 H 13.868 16.575 3.364  C80 1.090
95 H 12.536 15.796 3.676  C80 1.090
96 C 14.194 20.552 -8.113  O97 1.453, H105 1.090, H106 1.090, H107 1.090
97 O 15.236 21.480 -7.705  C96 1.453, C98 1.431
98 C 15.551 21.410 -6.311  O97 1.431, C99 1.497, H108 1.090, H109 1.090
99 C 16.845 22.053 -5.920  C98 1.497, N100 1.444, H110 1.090, H111 1.090
100 N 18.012 21.494 -6.561  C99 1.444, C101 1.466, H112 1.010
101 C 19.219 22.310 -6.407  N100 1.466, C102 1.514, H113 1.090, H114 1.090
102 C 20.297 21.855 -7.369  C101 1.514, O103 1.405, H115 1.090, H116 1.090
103 O 19.881 22.078 -8.692  C102 1.405, C104 1.509
104 C 20.817 21.468 -9.706  O103 1.509, H117 1.090, H118 1.090, H119 1.090
105 H 14.054 20.655 -9.189  C96 1.090
106 H 13.322 20.755 -7.491  C96 1.090
107 H 14.452 19.511 -7.917  C96 1.090
108 H 15.613 20.375 -5.972  C98 1.090
109 H 14.763 21.883 -5.724  C98 1.090
110 H 17.031 22.048 -4.846  C99 1.090
111 H 16.719 23.130 -6.028  C99 1.090
112 H 17.901 21.541 -7.564  N100 1.010
113 H 19.482 22.359 -5.351  C101 1.090
114 H 19.046 23.360 -6.645  C101 1.090
115 H 20.428 20.818 -7.061  C102 1.090
116 H 21.197 22.409 -7.101  C102 1.090
117 H 20.801 21.975 -10.671  C104 1.090
118 H 20.468 20.438 -9.786  C104 1.090
119 H 21.849 21.373 -9.371  C104 1.090
120 C 25.733 19.744 -1.707  O121 1.414, H129 1.090, H130 1.090, H131 1.090
121 O 24.751 19.460 -0.730  C120 1.414, C122 1.445
122 C 25.340 18.804 0.415  O121 1.445, C123 1.536, H132 1.090, H133 1.090
123 C 24.182 18.422 1.350  C122 1.536, N124 1.468, H134 1.090, H135 1.090
124 N 23.594 19.629 1.942  C123 1.468, C125 1.466, H136 1.010
125 C 22.443 19.240 2.760  N124 1.466, C126 1.576, H137 1.090, H138 1.090
126 C 21.772 20.477 3.470  C125 1.576, O127 1.413, H139 1.090, H140 1.090
127 O 20.591 20.110 4.152  C126 1.413, C128 1.407
128 C 20.195 21.032 5.139  O127 1.407, H141 1.090, H142 1.090, H143 1.090
129 H 26.339 20.570 -1.333  C120 1.090
130 H 25.302 20.118 -2.636  C120 1.090
131 H 26.437 18.941 -1.926  C120 1.090
132 H 25.994 19.515 0.919  C122 1.090
133 H 25.950 17.966 0.078  C122 1.090
134 H 24.429 17.666 2.096  C123 1.090
135 H 23.347 18.133 0.713  C123 1.090
136 H 23.215 20.099 1.132  N124 1.010
137 H 22.709 18.465 3.479  C125 1.090
138 H 21.603 18.931 2.138  C125 1.090
139 H 21.544 21.260 2.747  C126 1.090
140 H 22.537 20.843 4.156  C126 1.090
141 H 20.911 21.034 5.961  C128 1.090
142 H 19.220 20.787 5.561  C128 1.090
143 H 20.115 22.040 4.733  C128 1.090
144 C 19.894 21.283 0.531  O145 1.457, H153 1.090, H154 1.090, H155 1.090
145 O 21.345 21.352 0.416  C144 1.457, C146 1.427
146 C 21.731 21.884 -0.850  O145 1.427, C147 1.572, H156 1.090, H157 1.090
147 C 23.252 22.176 -1.122  C146 1.572, N148 1.515, H158 1.090, H159 1.090
148 N 23.670 23.549 -0.637  C147 1.515, C149 1.474, H160 1.010
149 C 25.132 23.702 -0.754  N148 1.474, C150 1.521, H161 1.090, H162 1.090
150 C 25.833 23.251 0.518  C149 1.521, O151 1.450, H163 1.090, H164 1.090
151 O 25.502 23.971 1.733  C150 1.450, C152 1.426
152 C 26.450 23.889 2.795  O151 1.426, H165 1.090, H166 1.090, H167 1.090
153 H 19.405 20.797 -0.313  C144 1.090
154 H 19.584 22.314 0.703  C144 1.090
155 H 19.648 20.686 1.409  C144 1.090
156 H 21.170 22.782 -1.108  C146 1.090
157 H 21.341 21.233 -1.633  C146 1.090
158 H 23.409 22.052 -2.194  C147 1.090
159 H 23.789 21.498 -0.459  C147 1.090
160 H 23.472 23.691 0.343  N148 1.010
161 H 25.300 24.779 -0.761  C149 1.090
162 H 25.370 23.206 -1.694  C149 1.090
163 H 26.884 23.476 0.335  C150 1.090
164 H 25.692 22.186 0.702  C150 1.090
165 H 26.024 24.132 3.768  C152 1.090
166 H 27.187 24.661 2.575  C152 1.090
167 H 26.848 22.875 2.835  C152 1.090
168 C 8.872 17.002 -5.400  O169 1.429, H177 1.090, H178 1.090, H179 1.090
169 O 8.670 17.777 -4.216  C168 1.429, C170 1.474
170 C 9.729 17.584 -3.209  O169 1.474, C171 1.538, H180 1.090, H181 1.090
171 C 9.596 18.586 -2.050  C170 1.538, N172 1.487, H182 1.090, H183 1.090
172 N 10.850 18.727 -1.264  C171 1.487, C173 1.491, H184 1.010
173 C 10.456 19.721 -0.225  N172 1.491, C174 1.613, H185 1.090, H186 1.090
174 C 10.422 21.259 -0.707  C173 1.613, O175 1.389, H187 1.090, H188 1.090
175 O 11.656 21.715 -1.153  C174 1.389, C176 1.398
176 C 11.637 23.054 -1.554  O175 1.398, H189 1.090, H190 1.090, H191 1.090
177 H 9.671 17.300 -6.080  C168 1.090
178 H 8.011 17.122 -6.057  C168 1.090
179 H 9.068 15.977 -5.084  C168 1.090
180 H 10.729 17.594 -3.643  C170 1.090
181 H 9.654 16.543 -2.896  C170 1.090
182 H 8.816 18.249 -1.367  C171 1.090
183 H 9.247 19.486 -2.555  C171 1.090
184 H 11.456 19.141 -1.958  N172 1.010
185 H 11.251 19.660 0.519  C173 1.090
186 H 9.566 19.423 0.329  C173 1.090
187 H 10.053 21.788 0.172  C174 1.090
188 H 9.628 21.432 -1.434  C174 1.090
189 H 12.556 23.280 -2.095  C176 1.090
190 H 11.660 23.801 -0.761  C176 1.090
191 H 10.775 23.254 -2.190  C176 1.090
192 C 5.677 21.917 -9.675  O193 1.450, H201 1.090, H202 1.090, H203 1.090
193 O 6.546 22.128 -8.533  C192 1.450, C194 1.437
194 C 7.613 22.995 -8.954  O193 1.437, C195 1.547, H204 1.090, H205 1.090
195 C 8.772 23.123 -7.938  C194 1.547, N196 1.486, H206 1.090, H207 1.090
196 N 9.813 22.066 -8.025  C195 1.486, C197 1.423, H208 1.010
197 C 9.289 20.754 -7.863  N196 1.423, C198 1.519, H209 1.090, H210 1.090
198 C 10.387 19.705 -7.884  C197 1.519, O199 1.434, H211 1.090, H212 1.090
199 O 11.157 19.744 -9.094  C198 1.434, C200 1.386
200 C 10.692 19.139 -10.251  O199 1.386, H213 1.090, H214 1.090, H215 1.090
201 H 4.785 21.410 -9.307  C192 1.090
202 H 6.153 21.412 -10.515  C192 1.090
203 H 5.307 22.890 -9.997  C192 1.090
204 H 7.204 23.965 -9.238  C194 1.090
205 H 8.044 22.628 -9.885  C194 1.090
206 H 8.271 23.204 -6.973  C195 1.090
207 H 9.359 24.040 -7.884  C195 1.090
208 H 10.233 22.097 -8.943  N196 1.010
209 H 8.674 20.543 -8.737  C197 1.090
210 H 8.708 20.808 -6.942  C197 1.090
211 H 9.871 18.778 -7.634  C198 1.090
212 H 11.053 19.812 -7.029  C198 1.090
213 H 10.364 18.113 -10.083  C200 1.090
214 H 11.489 19.106 -10.993  C200 1.090
215 H 9.864 19.597 -10.793  C200 1.090
216 C 12.522 20.315 -4.131  O217 1.390, H225 1.090, H226 1.090, H227 1.090
217 O 12.829 19.674 -2.937  C216 1.390, C218 1.480
218 C 14.246 19.337 -2.678  O217 1.480, C219 1.546, H228 1.090, H229 1.090
219 C 14.343 18.899 -1.198  C218 1.546, N220 1.474, H230 1.090, H231 1.090
220 N 14.006 20.010 -0.290  C219 1.474, C221 1.476, H232 1.010
221 C 13.977 19.622 1.134  N220 1.476, C222 1.576, H233 1.090, H234 1.090
222 C 15.397 19.170 1.646  C221 1.576, O223 1.449, H235 1.090, H236 1.090
223 O 15.572 19.750 2.963  C222 1.449, C224 1.423
224 C 16.814 19.461 3.596  O223 1.423, H237 1.090, H238 1.090, H239 1.090
225 H 12.855 19.797 -5.030  C216 1.090
226 H 12.936 21.314 -4.268  C216 1.090
227 H 11.439 20.425 -4.194  C216 1.090
228 H 14.899 20.184 -2.888  C218 1.090
229 H 14.507 18.499 -3.324  C218 1.090
230 H 15.356 18.514 -1.079  C219 1.090
231 H 13.637 18.080 -1.062  C219 1.090
232 H 13.269 20.604 -0.644  N220 1.010
233 H 13.215 18.852 1.261  C221 1.090
234 H 13.598 20.489 1.675  C221 1.090
235 H 16.247 19.525 1.064  C222 1.090
236 H 15.502 18.085 1.651  C222 1.090
237 H 16.920 18.423 3.913  C224 1.090
238 H 16.910 19.932 4.575  C224 1.090
239 H 17.681 19.732 2.995  C224 1.090
240 C 12.792 16.864 -6.339  O241 1.442, H249 1.090, H250 1.090, H251 1.090
241 O 12.641 16.086 -7.544  C240 1.442, C242 1.412
242 C 13.362 14.872 -7.525  O241 1.412, C243 1.593, H252 1.090, H253 1.090
243 C 12.621 13.701 -6.740  C242 1.593, N244 1.494, H254 1.090, H255 1.090
244 N 11.206 13.520 -7.186  C243 1.494, C245 1.499, H256 1.010
245 C 10.372 12.650 -6.294  N244 1.499, C246 1.562, H257 1.090, H258 1.090
246 C 8.866 12.781 -6.690  C245 1.562, O247 1.450, H259 1.090, H260 1.090
247 O 8.310 14.109 -6.521  C246 1.450, C248 1.465
248 C 6.891 14.075 -6.886  O247 1.465, H261 1.090, H262 1.090, H263 1.090
249 H 12.083 17.692 -6.299  C240 1.090
250 H 13.761 17.358 -6.407  C240 1.090
251 H 12.858 16.190 -5.485  C240 1.090
252 H 14.408 15.032 -7.262  C242 1.090
253 H 13.452 14.520 -8.552  C242 1.090
254 H 12.649 13.975 -5.685  C243 1.090
255 H 13.158 12.777 -6.953  C243 1.090
256 H 10.823 14.444 -7.325  N244 1.010
257 H 10.552 12.910 -5.251  C245 1.090
258 H 10.701 11.616 -6.401  C245 1.090
259 H 8.347 12.056 -6.062  C246 1.090
260 H 8.714 12.343 -7.676  C246 1.090
261 H 6.283 13.395 -6.290  C248 1.090
262 H 6.751 13.801 -7.931  C248 1.090
263 H 6.361 15.027 -6.851  C248 1.090
264 C 19.140 24.853 -3.286  O265 1.441, H273 1.090, H274 1.090, H275 1.090
265 O 17.946 24.050 -3.210  C264 1.441, C266 1.445
266 C 17.847 23.282 -1.990  O265 1.445, C267 1.602, H276 1.090, H277 1.090
267 C 16.483 22.453 -1.853  C266 1.602, N268 1.436, H278 1.090, H279 1.090
268 N 16.463 21.745 -0.604  C267 1.436, C269 1.487, H280 1.010
269 C 16.269 22.622 0.581  N268 1.487, C270 1.572, H281 1.090, H282 1.090
270 C 14.807 23.197 0.524  C269 1.572, O271 1.408, H283 1.090, H284 1.090
271 O 14.499 23.845 1.735  C270 1.408, C272 1.421
272 C 13.318 24.622 1.588  O271 1.421, H285 1.090, H286 1.090, H287 1.090
273 H 19.345 25.221 -4.291  C264 1.090
274 H 20.000 24.242 -3.011  C264 1.090
275 H 19.050 25.713 -2.622  C264 1.090
276 H 17.977 24.059 -1.236  C266 1.090
277 H 18.661 22.564 -1.892  C266 1.090
278 H 16.424 21.751 -2.684  C267 1.090
279 H 15.614 23.097 -1.986  C267 1.090
280 H 15.754 21.026 -0.603  N268 1.010
281 H 17.076 23.350 0.666  C269 1.090
282 H 16.338 22.064 1.515  C269 1.090
283 H 14.006 22.561 0.147  C270 1.090
284 H 14.889 24.005 -0.204  C270 1.090
285 H 13.154 25.308 2.418  C272 1.090
286 H 12.446 23.984 1.446  C272 1.090
287 H 13.271 25.300 0.735  C272 1.090